1.
Computed, not measured: C4H4IN5 in the gas phase at a distorted geometry, with wB97M-V/def2-TZVPD.

Last column: Löwdin charge in e.
CARTESIAN COORDINATES (ANGSTROEM)
C 1.16 -2.19 4.03  -0.672
C 0.29 -0.71 1.79  -0.049
C 1.56 0.17 -0.57  -0.147
C 0.07 0.48 -0.38  -0.161
N 2.00 -2.16 3.13  -0.177
N 2.53 -1.54 2.19  0.045
N 2.27 -0.48 0.25  0.088
N 1.59 -0.97 1.37  -0.181
N -0.47 -0.11 0.87  -0.042
I 0.21 -3.91 4.58  0.755
H 1.99 0.52 -1.59  0.143
H -0.03 1.61 -0.19  0.137
H -0.33 0.13 -1.33  0.100
H -1.44 0.31 1.07  0.160

For the HOMO energy (alpha / beta), the calculation gives -7.777 / -7.778 eV. As for the orbital gap (alpha / beta): 7.55 / 7.55 eV. The value obtained for the total energy is -19756.780 eV. The value obtained for the energy relative to the best compared isomer or geometry (same formula, charge and spin) is 37.7 kcal per mole. The lowest unoccupied orbital energy (alpha / beta) comes out at -0.23 / -0.23 eV.

2.
Computed, not measured: 2 unconnected molecules or ions with the total composition C4H4INO2 at a distorted geometry, with wB97M-V/def2-TZVPD.

Last column: Löwdin charge in e.
CARTESIAN COORDINATES (ANGSTROEM)
C -1.32 -1.10 -0.61  -0.633
C -2.00 1.68 0.25  -0.498
C 0.71 -0.57 0.69  -0.153
C 1.78 0.17 -0.03  -0.068
N -0.34 -0.94 0.04  -0.096
O -2.81 1.05 0.72  0.225
O -1.20 2.32 -0.26  0.192
I -1.90 -2.78 -1.76  0.718
H 0.94 -0.85 1.67  0.099
H 2.34 0.86 0.54  0.062
H 1.22 0.64 -0.81  0.066
H 2.58 -0.48 -0.43  0.087

For the HOMO energy, the calculation gives -7.835 eV. As for the orbital gap: 7.39 eV. The value obtained for the total energy is -17896.446 eV. The value obtained for the energy relative to the best compared isomer or geometry (same formula, charge and spin) is 43.6 kcal per mole. The lowest unoccupied orbital energy comes out at -0.44 eV.

Repeat the first record exactly.
Computed, not measured: C4H4IN5 in the gas phase at a distorted geometry, with wB97M-V/def2-TZVPD.

Last column: Löwdin charge in e.
CARTESIAN COORDINATES (ANGSTROEM)
C 1.16 -2.19 4.03  -0.672
C 0.29 -0.71 1.79  -0.049
C 1.56 0.17 -0.57  -0.147
C 0.07 0.48 -0.38  -0.161
N 2.00 -2.16 3.13  -0.177
N 2.53 -1.54 2.19  0.045
N 2.27 -0.48 0.25  0.088
N 1.59 -0.97 1.37  -0.181
N -0.47 -0.11 0.87  -0.042
I 0.21 -3.91 4.58  0.755
H 1.99 0.52 -1.59  0.143
H -0.03 1.61 -0.19  0.137
H -0.33 0.13 -1.33  0.100
H -1.44 0.31 1.07  0.160

For the HOMO energy (alpha / beta), the calculation gives -7.777 / -7.778 eV. As for the orbital gap (alpha / beta): 7.55 / 7.55 eV. The value obtained for the total energy is -19756.780 eV. The value obtained for the energy relative to the best compared isomer or geometry (same formula, charge and spin) is 37.7 kcal per mole. The lowest unoccupied orbital energy (alpha / beta) comes out at -0.23 / -0.23 eV.

> Number 2 is which compound?

C4H4INO2